10 unconnected molecules or ions with the total composition C20H60O10S10. Source: the OMol25 dataset; level of theory: ωB97M-V/def2-TZVPD.

XYZ file:
```
100
Properties=species:S:1:pos:R:3
C 0.018 -3.037 -4.892
S -0.158 -1.522 -5.951
O -0.988 -1.994 -7.131
C -1.455 -0.458 -5.009
H 0.456 -3.870 -5.442
H -1.022 -3.262 -4.655
H 0.508 -2.624 -4.010
H -1.707 0.467 -5.527
H -1.120 -0.171 -4.012
H -2.324 -1.107 -4.898
C -4.211 3.866 1.654
S -2.848 4.982 2.169
O -1.651 4.077 2.278
C -2.659 6.145 0.694
H -4.827 4.458 0.978
H -4.893 3.513 2.427
H -3.814 2.934 1.252
H -2.112 7.035 1.004
H -3.647 6.567 0.510
H -2.316 5.710 -0.244
C 1.217 4.301 -3.681
S 0.477 4.593 -5.378
O 0.817 6.074 -5.691
C 1.669 3.590 -6.498
H 0.547 4.779 -2.965
H 2.182 4.791 -3.812
H 1.458 3.291 -3.350
H 2.649 3.700 -6.033
H 1.642 3.843 -7.558
H 1.520 2.511 -6.457
C 0.865 -0.004 0.737
S 0.422 0.608 -0.985
O -0.741 -0.251 -1.533
C -0.194 2.246 -0.488
H 0.754 -1.084 0.835
H 0.169 0.428 1.455
H 1.916 0.163 0.970
H -0.967 2.269 0.280
H -0.639 2.655 -1.395
H 0.594 2.875 -0.075
C 2.722 -4.896 3.530
S 1.004 -4.812 2.964
O 1.142 -3.657 2.013
C 1.071 -6.534 2.165
H 2.984 -5.894 3.882
H 2.912 -4.169 4.321
H 3.342 -4.645 2.670
H 1.029 -7.360 2.874
H 1.960 -6.635 1.542
H 0.218 -6.576 1.489
C -1.276 -1.580 3.284
S -1.414 -1.439 5.136
O -2.905 -1.539 5.355
C -0.832 -3.113 5.501
H -1.517 -0.621 2.826
H -2.037 -2.326 3.057
H -0.430 -1.940 2.699
H -1.058 -3.487 6.499
H 0.226 -3.303 5.318
H -1.256 -3.802 4.771
C -3.497 -2.767 -2.482
S -5.268 -2.512 -3.073
O -5.240 -2.392 -4.574
C -5.861 -4.288 -2.785
H -3.047 -3.633 -2.967
H -3.505 -2.896 -1.400
H -2.852 -1.909 -2.670
H -6.856 -4.293 -3.231
H -6.003 -4.461 -1.718
H -5.217 -5.018 -3.276
C 1.373 5.304 1.201
S 1.351 7.084 1.807
O 1.493 6.934 3.308
C 2.977 7.637 1.124
H 1.383 5.117 0.127
H 0.448 4.762 1.399
H 2.032 4.692 1.818
H 3.635 6.769 1.077
H 3.407 8.242 1.923
H 2.891 8.161 0.172
C 2.715 0.905 5.744
S 1.801 0.729 4.130
O 2.340 1.756 3.149
C 2.573 -0.942 3.659
H 2.243 0.234 6.461
H 2.615 1.936 6.084
H 3.745 0.606 5.550
H 2.191 -1.607 4.434
H 3.648 -1.067 3.791
H 2.260 -1.375 2.709
C 0.555 -4.255 -1.409
S 2.353 -4.390 -1.850
O 2.532 -3.762 -3.243
C 3.051 -3.072 -0.782
H 0.430 -4.293 -0.327
H 0.022 -5.004 -1.995
H 0.164 -3.281 -1.704
H 3.438 -3.442 0.167
H 2.294 -2.331 -0.528
H 3.913 -2.637 -1.289
```

Results
- relative energy (zero: lowest compared OMol25 entry of this formula, charge and spin) (kJ/mol) = 402.4
- E (a.u.) = -5531.81934

Löwdin population analysis, charges in e, atoms 1 to 2: C -0.249; S 0.829

***

10 unconnected molecules or ions with the total composition C20H60O17. Source: the OMol25 dataset; level of theory: ωB97M-V/def2-TZVPD.

XYZ file:
```
97
Properties=species:S:1:pos:R:3
C -2.790 -4.328 6.825
C -1.555 -4.228 5.874
O -1.630 -5.170 4.763
H -3.695 -4.145 6.247
H -2.671 -3.620 7.644
H -2.841 -5.245 7.412
H -0.655 -4.430 6.453
H -1.395 -3.269 5.382
H -1.797 -4.750 3.916
C -1.743 -0.912 0.271
C -1.241 -0.360 -1.040
O 0.105 0.091 -0.907
H -2.627 -1.442 -0.081
H -2.070 -0.118 0.943
H -0.939 -1.509 0.702
H -1.889 0.454 -1.365
H -1.288 -1.261 -1.651
H 0.669 -0.594 -1.274
C 5.930 0.948 -4.846
C 5.307 1.758 -3.660
O 5.900 1.412 -2.425
H 6.954 1.309 -4.940
H 5.375 1.185 -5.753
H 5.939 -0.109 -4.582
H 4.256 1.478 -3.588
H 5.486 2.825 -3.792
H 5.740 2.208 -1.912
C 4.768 4.436 2.729
C 3.884 4.488 1.468
O 4.740 4.705 0.352
O 5.239 5.710 3.132
H 5.584 3.736 2.550
H 4.168 3.997 3.526
H 3.160 5.303 1.472
H 3.288 3.585 1.339
H 5.099 5.581 0.513
H 6.082 5.504 3.542
C -0.367 2.514 5.037
C -1.163 1.678 6.042
O -2.031 0.767 5.436
O -1.250 3.472 4.509
H 0.111 1.917 4.261
H 0.485 3.000 5.512
H -1.762 2.335 6.672
H -0.441 1.070 6.588
H -2.938 1.021 5.622
H -0.834 3.766 3.695
C 4.110 -1.938 1.101
C 3.679 -3.007 0.093
O 3.611 -2.355 -1.096
O 5.477 -1.476 0.896
H 4.210 -2.351 2.105
H 3.582 -0.993 1.225
H 2.635 -3.274 0.251
H 4.254 -3.931 0.031
H 4.371 -1.768 -1.083
H 5.492 -0.612 0.478
C -0.785 6.267 -2.680
C -1.117 5.086 -3.668
O -0.340 3.891 -3.432
O -1.463 6.162 -1.427
H -0.951 7.231 -3.161
H 0.268 6.116 -2.442
H -0.975 5.423 -4.695
H -2.130 4.684 -3.686
H -0.490 3.590 -2.533
H -2.405 6.343 -1.421
C -2.405 -8.819 1.023
C -2.588 -7.543 0.164
O -3.289 -6.424 0.880
O -1.503 -8.715 2.131
H -2.099 -9.629 0.360
H -3.421 -9.102 1.297
H -3.111 -7.862 -0.738
H -1.651 -7.067 -0.126
H -3.996 -5.999 0.389
H -1.842 -7.969 2.632
C 0.750 -4.141 -5.688
C -0.419 -3.144 -5.974
O -0.868 -3.166 -7.295
O 0.913 -4.566 -4.334
H 1.707 -3.766 -6.052
H 0.495 -4.934 -6.391
H -0.055 -2.146 -5.730
H -1.299 -3.291 -5.348
H -1.523 -2.468 -7.374
H 1.115 -3.836 -3.744
C -6.150 3.727 -1.444
C -6.074 4.993 -0.565
O -5.615 6.139 -1.291
O -6.807 4.047 -2.719
H -6.747 2.953 -0.961
H -5.155 3.325 -1.635
H -5.501 4.796 0.340
H -7.082 5.250 -0.237
H -6.256 6.264 -1.994
H -7.210 3.239 -3.044
```

Results
- relative energy (zero: lowest compared OMol25 entry of this formula, charge and spin) (kJ/mol) = 409.2
- E (a.u.) = -2076.80683
- SMILES = OCCO.OCCO.OCCO.OCCO.OCCO.OCCO.OCCO.CCO.CCO.CCO

Löwdin population analysis, charges in e, atoms 1 to 2: C -0.082; C -0.273

***

10 unconnected molecules or ions with the total composition C20H60O20. Source: the OMol25 dataset; level of theory: ωB97M-V/def2-TZVPD.

XYZ file:
```
100
Properties=species:S:1:pos:R:3
C 3.887 6.059 -0.188
C 4.149 7.506 -0.453
O 2.949 8.189 -0.760
O 3.639 5.311 -1.342
H 3.144 5.904 0.594
H 4.781 5.671 0.301
H 4.959 7.683 -1.159
H 4.460 8.059 0.433
H 3.020 8.295 -1.712
H 2.822 5.611 -1.746
C 7.543 -1.268 5.780
C 6.311 -1.011 4.994
O 5.823 -2.214 4.494
O 8.671 -1.592 4.898
H 7.369 -2.001 6.568
H 7.755 -0.366 6.356
H 6.520 -0.450 4.083
H 5.624 -0.318 5.479
H 6.203 -2.223 3.612
H 8.541 -2.476 4.548
C -6.004 -1.118 -0.954
C -7.568 -0.952 -0.753
O -8.021 0.175 -1.530
O -5.270 -0.081 -0.287
H -5.804 -0.962 -2.014
H -5.700 -2.121 -0.656
H -7.777 -0.823 0.309
H -8.098 -1.843 -1.091
H -7.568 0.894 -1.083
H -4.353 -0.326 -0.432
C -2.244 -6.317 -3.801
C -2.620 -6.980 -5.115
O -3.025 -8.292 -4.752
O -1.350 -5.253 -4.095
H -1.864 -6.959 -3.006
H -3.096 -5.885 -3.277
H -1.897 -7.002 -5.930
H -3.441 -6.432 -5.577
H -3.816 -8.460 -5.269
H -0.601 -5.640 -4.554
C -2.591 5.222 -2.180
C -1.913 5.994 -3.214
O -0.855 5.196 -3.698
O -3.308 4.127 -2.830
H -3.329 5.855 -1.689
H -1.912 4.889 -1.395
H -1.450 6.892 -2.805
H -2.548 6.272 -4.056
H -1.216 4.376 -4.042
H -3.457 3.452 -2.163
C 1.032 -0.158 0.457
C 1.043 0.053 1.969
O -0.166 0.784 2.419
O -0.080 -0.979 0.044
H 2.008 -0.603 0.264
H 0.926 0.684 -0.227
H 1.777 0.823 2.208
H 1.036 -0.920 2.462
H -0.719 0.101 2.804
H 0.096 -1.442 -0.778
C -4.811 7.189 3.940
C -3.599 6.162 4.071
O -4.053 5.067 3.262
O -4.817 7.986 2.717
H -4.721 7.931 4.734
H -5.765 6.676 4.060
H -3.440 5.927 5.123
H -2.599 6.353 3.683
H -3.311 4.475 3.124
H -3.927 8.347 2.702
C -2.863 -3.563 4.821
C -2.567 -5.108 4.875
O -2.933 -5.771 6.059
O -2.051 -2.893 5.756
H -3.914 -3.366 5.031
H -2.678 -3.130 3.837
H -1.522 -5.294 4.628
H -3.042 -5.643 4.053
H -2.547 -5.265 6.778
H -2.080 -3.408 6.566
C 5.323 -5.362 -0.577
C 3.952 -5.623 0.091
O 4.056 -6.051 1.450
O 5.880 -4.242 0.026
H 5.115 -5.016 -1.590
H 6.014 -6.204 -0.615
H 3.379 -6.365 -0.466
H 3.388 -4.697 0.195
H 4.419 -5.358 2.007
H 6.815 -4.404 -0.118
C 0.690 -0.078 -6.408
C 2.127 -0.113 -5.931
O 2.929 -0.261 -7.092
O 0.520 1.021 -7.328
H 0.059 -0.084 -5.520
H 0.326 -1.017 -6.825
H 2.343 -1.029 -5.381
H 2.323 0.794 -5.360
H 3.875 -0.233 -6.931
H 1.286 1.039 -7.906
```

Results
- relative energy (zero: lowest compared OMol25 entry of this formula, charge and spin) (kJ/mol) = 527.0
- E (a.u.) = -2302.48780
- SMILES = OCCO.OCCO.OCCO.OCCO.OCCO.OCCO.OCCO.OCCO.OCCO.OCCO

Löwdin population analysis, charges in e, atoms 1 to 2: C -0.281; C -0.266

***

Question: relative energy (zero: lowest compared OMol25 entry of this formula, charge and spin) of number 2 (C20H60O17)?
Answer: 409.2 kJ/mol

***

Question: Which of these has the lowest E?
Answer: C20H60O10S10

***

Question: Look up the E of the second one.
Answer: -2076.80683 a.u.